1.
# C18H24N2O3

One molecule with the formula C18H24N2O3 (ωB97M-V/def2-TZVPD, the Open Molecules 2025 dataset).

Geometry as ORCA input:
```
! RIJCOSX wB97M-V def2-TZVPD def2/J DEFGRID3
* xyz 0 1
H 3.692 -3.397 3.023
C -0.015 -1.109 -1.470
H -2.905 -0.853 -4.439
H 0.624 -2.884 -0.740
C -1.307 -1.840 -1.832
H 0.586 -0.984 1.360
H 4.041 -2.665 1.461
C 3.529 -2.514 2.409
C 1.673 -1.106 1.304
H 0.842 1.375 4.018
H 1.101 3.035 3.481
N -2.436 1.099 -0.511
C -2.685 0.120 -2.545
C 2.315 0.204 1.776
H 2.295 -0.462 -0.678
H -3.010 3.425 -4.454
H -2.680 3.482 -2.004
C 0.263 1.746 1.961
C 2.020 -1.389 -0.173
H 1.572 -2.132 3.185
C -2.316 -0.224 -0.232
O -2.072 -0.703 0.849
H -3.122 1.292 -5.656
C 1.587 1.446 1.255
H -0.529 2.459 3.838
N 0.882 -1.920 -0.889
O -1.336 -2.974 -2.232
H -3.405 -1.643 -1.498
H 3.984 -1.665 2.910
H -0.390 0.873 1.917
C -2.983 1.294 -4.586
O 0.136 0.084 -1.657
H -0.228 2.557 1.414
H 3.354 0.235 1.441
C 0.432 2.179 3.413
H 1.383 1.327 0.189
C -2.737 2.542 -2.530
H 2.845 -2.097 -0.258
H 2.244 2.312 1.370
C -2.618 1.340 -1.864
C -2.863 0.086 -3.909
C 2.033 -2.293 2.209
C -2.920 2.499 -3.906
C -2.528 -0.993 -1.549
H 2.320 0.224 2.866
H -2.257 1.815 0.176
H 1.590 -3.200 1.789
*
```

Calculated values
HOMO, eV: -8.52
Energy relative to the best compared isomer or geometry (same formula, charge and spin), kJ/mol: 54.6
Structure (SMILES): CCCC[C@H](CC)CNC(=O)C(=O)[C@H]1C(=O)Nc2ccccc21
Kohn-Sham gap, eV: 8.84

Löwdin atomic charge list, values in e, 8 entries: 0.072 -0.412 0.120 0.150 -0.250 0.124 0.065 -0.101

---

2.
# C18H24N2O3

An isolated ion of composition C18H24N2O3 and charge +2 (ωB97M-V/def2-TZVPD, the Open Molecules 2025 dataset).

Geometry as ORCA input:
```
! RIJCOSX wB97M-V def2-TZVPD def2/J DEFGRID3
* xyz 2 1
H 1.151 -1.489 -4.388
C -0.447 -2.742 -5.107
N 0.140 1.745 5.506
H 1.873 0.703 5.998
O -0.133 -2.856 -6.401
C 1.118 0.873 5.249
H -1.912 -1.543 -0.569
H -1.614 -1.630 -3.063
O -1.028 -3.575 -4.488
C -1.004 -1.252 -0.067
H 0.432 -0.614 -7.378
C 1.324 -1.265 -0.062
H 0.005 -1.314 -8.948
H -1.341 -2.918 -8.039
C 0.127 -2.241 -1.994
C -0.379 -1.000 -7.986
C 1.116 4.423 5.871
C -1.042 -0.605 1.151
H -0.936 4.069 6.515
H -0.220 -0.638 -5.026
H -1.635 1.588 2.712
H 0.853 4.332 4.816
H 1.146 5.483 6.088
H 1.933 -0.514 3.848
H -0.398 -3.177 -1.862
C 0.151 0.430 3.099
H -1.988 -0.391 1.611
H 1.162 -2.405 -2.268
H 2.283 -0.374 1.641
C 0.081 3.767 6.750
O 0.164 2.309 6.755
H -1.957 -1.893 -6.765
C 0.065 -1.496 -4.419
H -0.496 -0.313 -2.735
H -1.079 -0.191 -8.176
C -0.854 1.348 3.408
C -0.840 1.996 4.632
H -1.603 2.705 4.900
C 1.150 0.198 4.039
H 0.256 4.023 7.787
H 2.094 3.971 5.994
C 0.157 -0.269 1.777
H 2.230 -1.549 -0.568
C 1.352 -0.621 1.161
C -0.566 -1.354 -3.045
C -1.056 -2.180 -7.301
N 0.165 -1.557 -0.655
*
```

Calculated values
HOMO, eV: -14.67
Energy relative to the best compared isomer or geometry (same formula, charge and spin), kJ/mol: 0.0
Kohn-Sham gap, eV: 6.76

Löwdin atomic charge list, values in e, 8 entries: 0.137 -0.514 -0.056 0.168 -0.006 0.077 0.161 0.122

---

3.
# C18H24N3O2

A 4-piece molecular cluster, C18H24N3O2 overall (ωB97M-V/def2-TZVPD, the Open Molecules 2025 dataset).

Geometry as ORCA input:
```
! RIJCOSX wB97M-V def2-TZVPD def2/J DEFGRID3
* xyz -1 1
O -2.945 0.113 -1.288
H -0.594 -1.975 2.048
N 1.160 4.488 4.765
H 1.315 2.577 2.393
H 2.994 6.458 3.133
C -2.185 -1.004 -1.668
N 2.181 -1.658 3.477
H -1.515 -7.010 -3.129
H 3.193 4.848 2.414
C -2.193 -6.716 -2.330
C 2.414 1.001 1.477
C -1.489 -5.875 -1.370
H 2.258 0.199 -1.814
C 1.158 1.817 -0.918
C -1.828 2.360 -1.616
C 2.031 0.725 -0.895
C -2.300 -2.138 -0.645
H -0.908 2.731 -3.514
H -2.783 1.595 0.102
O 1.432 2.868 -2.954
H 0.612 -2.683 0.961
H -2.531 -1.336 -2.651
C 1.508 2.065 1.459
C 0.636 2.281 -2.245
H -3.030 -6.167 -2.756
C 0.276 -2.625 1.995
C -2.149 1.220 -0.701
N -0.942 -5.214 -0.613
C 0.886 2.471 0.281
H -1.126 -0.751 -1.750
H 4.078 5.276 3.892
H -0.838 1.031 -3.142
C 2.651 0.322 0.283
H -1.245 0.800 -0.244
H 0.206 3.309 0.290
H -1.810 -3.005 -1.072
H -3.354 -2.321 -0.455
C 2.035 4.901 4.153
H 3.348 -0.506 0.280
H 0.003 -3.621 2.335
C -0.769 2.039 -2.687
H -2.754 2.541 -2.173
H 2.919 0.704 2.380
H -2.567 -7.609 -1.833
C 1.337 -2.084 2.831
C 3.143 5.402 3.351
H -1.781 -1.806 0.245
*
```

Calculated values
HOMO, eV: -1.88
Kohn-Sham gap, eV: 4.02

Löwdin atomic charge list, values in e, 8 entries: -0.187 0.073 0.129 0.078 0.079 -0.329 0.128 0.080

---

4.
# C18H24N3O4RuS2

C18H24N3O4RuS2 as an isolated structure (ωB97M-V/def2-TZVPD, the Open Molecules 2025 dataset).

Geometry as ORCA input:
```
! RIJCOSX wB97M-V def2-TZVPD def2/J DEFGRID3
* xyz 0 2
O 3.930 0.692 0.329
S 0.063 -2.351 -1.557
C 2.234 -0.278 2.416
C -2.716 -1.331 0.397
C 2.044 -1.791 2.290
H -1.261 -2.578 1.115
C 1.700 2.935 -1.472
H -0.222 1.627 -0.772
H 0.868 7.137 -0.352
H 1.474 2.184 -2.218
H -4.077 0.205 -0.128
Ru 0.305 -0.854 0.130
H 1.787 0.024 3.367
H -2.128 0.375 -1.702
C -2.234 -6.118 -0.373
C -0.322 -4.673 -0.105
H 2.971 3.186 1.659
H 2.516 7.274 -0.950
H 1.088 4.589 -2.688
C 2.554 3.500 0.710
H -2.778 -7.013 -0.100
H -0.796 1.366 0.715
C -2.729 -5.273 -1.357
H -2.416 -3.465 -2.477
C 1.493 4.286 -1.730
N -0.787 0.978 -0.226
H 3.302 -0.079 2.480
S 2.524 0.843 0.103
N -1.423 -1.573 1.071
C -3.048 0.141 0.233
H 0.626 -4.439 0.370
H -1.456 -1.270 2.041
C -2.162 0.894 -0.743
H 2.605 5.581 1.184
H -2.649 -1.804 -0.581
C 2.346 4.838 0.439
N 1.592 0.464 1.325
H -3.034 0.647 1.206
O 2.635 -2.545 3.030
O 1.097 -2.170 1.461
C -0.831 -3.807 -1.077
C 1.586 6.713 -1.057
H -2.567 1.896 -0.907
C 2.224 2.551 -0.250
O 1.925 0.108 -1.044
C -1.031 -5.815 0.249
C 1.808 5.252 -0.783
C -2.033 -4.124 -1.706
H -3.660 -5.508 -1.857
H -0.628 -6.477 1.006
H 1.207 6.875 -2.064
H -3.515 -1.827 0.952
*
```

Calculated values
HOMO (alpha / beta), eV: -7.70 / -8.01
⟨S²⟩: 0.76
Kohn-Sham gap (alpha / beta), eV: 7.81 / 7.75

Löwdin atomic charge list, values in e, 8 entries: -0.260 0.635 -0.185 -0.225 -0.612 0.078 -0.076 0.068

---

Repeat the first record exactly.
# C18H24N2O3

One molecule with the formula C18H24N2O3 (ωB97M-V/def2-TZVPD, the Open Molecules 2025 dataset).

Geometry as ORCA input:
```
! RIJCOSX wB97M-V def2-TZVPD def2/J DEFGRID3
* xyz 0 1
H 3.692 -3.397 3.023
C -0.015 -1.109 -1.470
H -2.905 -0.853 -4.439
H 0.624 -2.884 -0.740
C -1.307 -1.840 -1.832
H 0.586 -0.984 1.360
H 4.041 -2.665 1.461
C 3.529 -2.514 2.409
C 1.673 -1.106 1.304
H 0.842 1.375 4.018
H 1.101 3.035 3.481
N -2.436 1.099 -0.511
C -2.685 0.120 -2.545
C 2.315 0.204 1.776
H 2.295 -0.462 -0.678
H -3.010 3.425 -4.454
H -2.680 3.482 -2.004
C 0.263 1.746 1.961
C 2.020 -1.389 -0.173
H 1.572 -2.132 3.185
C -2.316 -0.224 -0.232
O -2.072 -0.703 0.849
H -3.122 1.292 -5.656
C 1.587 1.446 1.255
H -0.529 2.459 3.838
N 0.882 -1.920 -0.889
O -1.336 -2.974 -2.232
H -3.405 -1.643 -1.498
H 3.984 -1.665 2.910
H -0.390 0.873 1.917
C -2.983 1.294 -4.586
O 0.136 0.084 -1.657
H -0.228 2.557 1.414
H 3.354 0.235 1.441
C 0.432 2.179 3.413
H 1.383 1.327 0.189
C -2.737 2.542 -2.530
H 2.845 -2.097 -0.258
H 2.244 2.312 1.370
C -2.618 1.340 -1.864
C -2.863 0.086 -3.909
C 2.033 -2.293 2.209
C -2.920 2.499 -3.906
C -2.528 -0.993 -1.549
H 2.320 0.224 2.866
H -2.257 1.815 0.176
H 1.590 -3.200 1.789
*
```

Calculated values
HOMO, eV: -8.52
Energy relative to the best compared isomer or geometry (same formula, charge and spin), kJ/mol: 54.6
Structure (SMILES): CCCC[C@H](CC)CNC(=O)C(=O)[C@H]1C(=O)Nc2ccccc21
Kohn-Sham gap, eV: 8.84

Löwdin atomic charge list, values in e, 8 entries: 0.072 -0.412 0.120 0.150 -0.250 0.124 0.065 -0.101

---

Which formula does entry 3 have?
C18H24N3O2